Record 1
Density functional theory data (ωB97M-V/def2-TZVPD) for a structure of composition C22H56N6O6P2Pd.

⟨S²⟩ ... 6.02
LUMO energy (spin up / spin down) ... -10.0 / -14.8 eV
Charge ... +4
E_HOMO (spin up / spin down) ... -0.760 / -0.760 Ha
Spin multiplicity ... 5
Orbital gap (spin up / spin down) ... 10.74 / 5.83 eV

Element x y z (Å)
Pd (0.0557, 0.1052, 0.0628)
N (-0.0782, 2.2047, -0.9132)
C (-0.4879, 3.3199, -0.0376)
C (-1.3745, 2.7678, 1.0423)
N (-0.7491, 1.5791, 1.6696)
C (0.3554, 1.8327, 2.6378)
C (1.6958, 1.8915, 1.9535)
N (1.8817, 0.6161, 1.2240)
H (0.8320, 2.3464, -1.3542)
H (-0.7635, 2.0536, -1.6491)
H (-1.0356, 4.0729, -0.6074)
H (0.3947, 3.8075, 0.3635)
H (-2.3281, 2.4497, 0.6219)
H (-1.5808, 3.5294, 1.7974)
H (-1.4884, 1.0929, 2.1677)
H (0.3561, 1.0048, 3.3472)
H (0.1647, 2.7496, 3.2004)
H (2.4779, 2.0469, 2.6976)
H (1.7717, 2.7069, 1.2424)
H (2.0874, -0.1279, 1.8863)
H (2.6574, 0.6667, 0.5668)
C (2.9279, -2.7398, -2.9459)
C (3.4706, -1.3899, -3.3482)
C (4.4679, -1.4435, -4.4732)
O (2.3157, -0.5552, -3.8279)
P (1.4625, 0.4075, -2.9954)
O (1.5254, 0.1134, -1.4897)
C (-0.1949, 0.2485, -3.6765)
P (-1.1785, -1.0674, -2.9218)
O (-0.8199, -1.1830, -1.4586)
O (-0.8455, -2.3894, -3.6265)
C (-1.1772, -2.6908, -5.0657)
C (0.1163, -2.9679, -5.7857)
C (-2.1521, -3.8396, -5.0808)
O (-2.6547, -0.7542, -3.2596)
C (-3.7044, 0.1144, -2.7109)
C (-3.7157, 1.4205, -3.4680)
C (-3.5842, 0.2817, -1.2116)
O (1.8997, 1.8881, -3.1395)
C (2.1012, 2.7679, -4.3549)
C (0.8586, 3.6056, -4.5423)
C (2.4956, 1.9798, -5.5823)
H (3.7194, -3.3113, -2.4594)
H (2.5901, -3.2981, -3.8201)
H (2.0816, -2.6305, -2.2609)
H (3.9046, -0.8836, -2.4863)
H (4.0198, -1.8804, -5.3667)
H (5.3107, -2.0675, -4.1741)
H (4.8490, -0.4547, -4.7228)
H (-0.0987, 0.0548, -4.7495)
H (-0.7262, 1.1972, -3.5670)
H (-1.6640, -1.8078, -5.4846)
H (0.5575, -3.9021, -5.4336)
H (0.8412, -2.1640, -5.6378)
H (-0.0799, -3.0695, -6.8524)
H (-1.7075, -4.7328, -4.6419)
H (-2.4238, -4.0613, -6.1126)
H (-3.0589, -3.5950, -4.5285)
H (-4.6154, -0.4365, -2.9272)
H (-2.8253, 2.0260, -3.2526)
H (-4.5931, 2.0009, -3.1811)
H (-3.7705, 1.2487, -4.5425)
H (-2.6666, 0.8226, -0.9499)
H (-3.5772, -0.6864, -0.7067)
H (-4.4414, 0.8548, -0.8606)
H (2.9272, 3.4000, -4.0480)
H (0.0225, 3.0115, -4.9231)
H (1.0630, 4.3866, -5.2743)
H (0.5666, 4.0981, -3.6108)
H (1.7143, 1.2814, -5.8951)
H (3.4196, 1.4252, -5.4313)
H (2.6539, 2.6836, -6.3992)
C (1.3371, -4.0983, 2.6192)
N (0.5271, -3.3276, 1.6526)
C (1.1798, -3.0339, 0.3796)
C (-0.5581, -2.6247, 1.9974)
N (-0.8652, -1.4588, 1.4987)
N (-1.4421, -3.2595, 2.9316)
C (-2.3576, -2.4635, 3.7253)
C (-1.6717, -4.6963, 2.9559)
H (2.2681, -3.5596, 2.8076)
H (1.5903, -5.0712, 2.2009)
H (0.8343, -4.2250, 3.5705)
H (1.8223, -3.8751, 0.1292)
H (1.8126, -2.1446, 0.4394)
H (0.4329, -2.8914, -0.3970)
H (-1.8352, -1.2173, 1.6757)
H (-1.9167, -1.5031, 3.9772)
H (-2.6049, -3.0168, 4.6325)
H (-3.2977, -2.3217, 3.1720)
H (-1.0885, -5.2182, 2.2105)
H (-2.7426, -4.8600, 2.7695)
H (-1.4755, -5.0803, 3.9639)

---

Record 2
Density functional theory data (ωB97M-V/def2-TZVPD) for a cluster of 10 separate species, C22H56O18 in total in a non-equilibrium geometry.

LUMO energy ... 0.3 eV
SMILES ... CCOC(=O)OC.CCOC(=O)OC.CCOC(=O)OC.CCOC(=O)OC.CO.CO.CO.CO.CO.CO
E_HOMO ... -0.346 Ha
Orbital gap ... 9.73 eV

Element x y z (Å)
C (-1.0958, -4.3806, -4.9692)
C (-0.4819, -3.5170, -3.9781)
O (-0.5911, -4.1750, -2.7009)
C (0.0910, -3.6589, -1.7279)
O (0.7754, -2.6947, -1.7999)
O (-0.0444, -4.2466, -0.5368)
C (-1.0789, -5.2689, -0.4294)
H (-2.1379, -4.5276, -4.7029)
H (-0.6099, -5.3549, -5.1783)
H (-1.0710, -3.8194, -5.9080)
H (-1.0364, -2.5729, -3.8675)
H (0.5728, -3.3223, -4.2197)
H (-2.0774, -4.8852, -0.6800)
H (-1.0294, -5.5476, 0.6376)
H (-0.8367, -6.1283, -1.0618)
C (2.5246, 2.2661, 1.9046)
C (3.0728, 1.8455, 0.6280)
O (3.8940, 2.8768, 0.0654)
C (5.1726, 2.9985, 0.4523)
O (5.9536, 3.7600, -0.0294)
O (5.4934, 2.1627, 1.4945)
C (6.7784, 2.4989, 2.0200)
H (1.9632, 1.4281, 2.3241)
H (1.7503, 3.0565, 1.8204)
H (3.2429, 2.5825, 2.6763)
H (2.3745, 1.5348, -0.1421)
H (3.7134, 0.9846, 0.8385)
H (6.8339, 3.5379, 2.3630)
H (7.5310, 2.3078, 1.2544)
H (7.0132, 1.8516, 2.8591)
C (0.0181, 4.6055, 4.7973)
C (-0.7610, 3.9039, 3.7708)
O (-1.4725, 2.7213, 4.3018)
C (-1.2100, 1.6362, 3.6168)
O (-0.7006, 1.5561, 2.5383)
O (-1.6771, 0.5109, 4.2513)
C (-2.2608, 0.6218, 5.5543)
H (0.7740, 3.9721, 5.2288)
H (-0.6726, 4.9881, 5.5674)
H (0.4913, 5.4732, 4.3430)
H (-0.1424, 3.4610, 2.9457)
H (-1.5011, 4.5717, 3.3086)
H (-2.4191, -0.3914, 5.9222)
H (-3.2472, 1.0758, 5.4232)
H (-1.6900, 1.1741, 6.3014)
C (0.2976, -1.8632, 2.7170)
C (-0.9455, -1.6529, 1.8797)
O (-1.8579, -2.6075, 2.3839)
C (-3.1055, -2.5781, 1.9683)
O (-3.5156, -1.9139, 0.9950)
O (-3.8421, -3.5739, 2.5053)
C (-5.1800, -3.6222, 1.9803)
H (-0.0387, -1.7629, 3.7655)
H (0.9992, -1.0402, 2.5550)
H (0.8459, -2.7854, 2.5458)
H (-0.6842, -1.8963, 0.8621)
H (-1.4414, -0.6733, 1.9200)
H (-5.7130, -2.6868, 2.0247)
H (-5.6630, -4.3493, 2.6062)
H (-5.0711, -4.0196, 0.9820)
C (1.9628, -0.3460, -4.4394)
O (1.9538, 0.8327, -3.6907)
H (2.6684, -0.2784, -5.2751)
H (2.3136, -1.1557, -3.7880)
H (0.9747, -0.5750, -4.8371)
H (1.4206, 0.6125, -2.9078)
C (0.8247, 3.7623, -2.7139)
O (0.1270, 3.7047, -1.5249)
H (0.5300, 2.9204, -3.3322)
H (0.7647, 4.6675, -3.3573)
H (1.8960, 3.5647, -2.5298)
H (0.4559, 4.3295, -0.8847)
C (4.0039, -0.8759, -1.3774)
O (4.4372, -1.1228, -0.0525)
H (4.5879, -1.5273, -2.0409)
H (2.9624, -1.1356, -1.5039)
H (4.1159, 0.1424, -1.7410)
H (3.5977, -1.2640, 0.3751)
C (-4.6197, 0.7106, -0.5689)
O (-4.1356, 1.9689, -1.0294)
H (-4.2067, -0.1552, -1.1201)
H (-4.2987, 0.4844, 0.4459)
H (-5.6815, 0.6265, -0.6641)
H (-4.1738, 2.4156, -0.1622)
C (-2.6714, 0.3483, -4.1789)
O (-1.6731, -0.6504, -4.0499)
H (-3.3265, 0.3839, -3.3172)
H (-2.2684, 1.3372, -4.2055)
H (-3.2135, 0.1509, -5.1091)
H (-1.0090, -0.3931, -3.3682)
C (-0.8268, 0.6288, -0.8360)
O (-0.0157, -0.0044, -1.8743)
H (-1.2440, 1.4770, -1.3304)
H (-1.5567, -0.1052, -0.4942)
H (-0.2737, 0.9198, 0.0351)
H (0.3238, -0.8470, -1.5189)

---

Record 3
Density functional theory data (ωB97M-V/def2-TZVPD) for a structure of composition C22H57F4GaN7O4P2 in a non-equilibrium geometry.

LUMO energy ... 1.8 eV
Charge ... -1
E_HOMO ... -0.146 Ha
Orbital gap ... 5.79 eV

Element x y z (Å)
C (0.1728, -0.0749, -1.9736)
C (-1.0051, 0.8209, -2.3976)
O (-0.7174, 1.3046, -3.6909)
C (-1.8873, 1.3411, -4.5400)
Ga (-2.3269, -0.3493, -5.6219)
C (-4.3724, -0.3375, -5.9103)
N (-5.0517, -1.6572, -5.7922)
C (-5.3884, -2.1568, -7.1225)
C (-1.5131, -0.0693, -7.5012)
C (-0.7919, -1.2722, -8.0822)
C (0.6207, -1.4262, -7.4887)
O (-0.6027, -1.0413, -9.5249)
C (-1.6672, -2.1177, -4.7612)
F (-0.3077, -2.1534, -4.4899)
F (-1.8826, -3.1604, -5.6604)
C (-2.3560, -2.5347, -3.4392)
F (-3.4127, -1.7435, -3.1292)
F (-2.8508, -3.8182, -3.5233)
H (0.7831, 0.4923, -1.2690)
H (0.7922, -0.2250, -2.8551)
H (-0.1415, -1.0099, -1.5171)
H (-1.0723, 1.6179, -1.6448)
H (-1.9723, 0.3096, -2.3989)
H (-2.7848, 1.6491, -3.9844)
H (-1.7107, 2.1355, -5.2730)
H (-4.5451, 0.1001, -6.8968)
H (-4.7997, 0.3813, -5.2008)
H (-4.4126, -2.3340, -5.3997)
H (-5.9808, -1.4075, -7.6502)
H (-4.4916, -2.3546, -7.7291)
H (-5.9977, -3.0626, -7.0685)
H (-2.3284, 0.1981, -8.1805)
H (-0.8054, 0.7722, -7.5100)
H (-1.3675, -2.1941, -8.0352)
H (1.2877, -0.8753, -8.1541)
H (0.7108, -0.9546, -6.5118)
H (0.9280, -2.4705, -7.4782)
H (-0.4340, -0.0969, -9.5746)
H (-1.6159, -2.5700, -2.6363)
O (-1.2763, 0.5449, 1.1953)
P (-2.1144, 1.4188, 2.1044)
N (-1.1044, 1.2728, 3.5047)
C (-1.3615, 0.7954, 4.8401)
C (0.1366, 2.0368, 3.4322)
N (-3.4479, 0.2964, 2.1269)
C (-3.9878, -0.2805, 3.3365)
C (-3.4394, -0.7444, 1.0988)
N (-3.1116, 2.6523, 2.7028)
C (-3.0010, 3.3329, 3.9751)
C (-4.4460, 2.8144, 2.1184)
H (-1.4183, 1.6070, 5.5845)
H (-0.5435, 0.1416, 5.1638)
H (-2.2711, 0.2157, 4.9347)
H (-0.0474, 3.1240, 3.4514)
H (0.6767, 1.8082, 2.5106)
H (0.8034, 1.8028, 4.2601)
H (-3.3458, -1.0759, 3.7374)
H (-4.9687, -0.7222, 3.1324)
H (-4.1618, 0.4705, 4.1112)
H (-2.7389, -1.5528, 1.3409)
H (-3.1791, -0.3437, 0.1248)
H (-4.4408, -1.1750, 1.0054)
H (-3.4464, 2.7433, 4.7819)
H (-3.5343, 4.2863, 3.9420)
H (-1.9740, 3.5908, 4.2236)
H (-5.1744, 2.1573, 2.5999)
H (-4.4438, 2.6011, 1.0530)
H (-4.8024, 3.8408, 2.2391)
O (3.1844, 1.1105, 4.5225)
P (4.5901, 0.5936, 4.5398)
N (4.8792, 0.4859, 2.8482)
C (5.3602, -0.5974, 2.0214)
C (4.9456, 1.7697, 2.1608)
N (4.2678, -0.9298, 5.2935)
C (4.7089, -2.1984, 4.7511)
C (2.9228, -1.1110, 5.8367)
N (6.2051, 0.5768, 5.0386)
C (7.3837, 0.5427, 4.1962)
C (6.5091, 0.1613, 6.4102)
H (6.3981, -0.4502, 1.6845)
H (4.7507, -0.6715, 1.1157)
H (5.3161, -1.5684, 2.4984)
H (5.8322, 2.3538, 2.4533)
H (4.0630, 2.3732, 2.3846)
H (4.9826, 1.6356, 1.0807)
H (4.0978, -2.5181, 3.8989)
H (4.6359, -2.9754, 5.5183)
H (5.7604, -2.1770, 4.4564)
H (2.1888, -1.3290, 5.0518)
H (2.5929, -0.2333, 6.3831)
H (2.9238, -1.9447, 6.5452)
H (7.6017, -0.4740, 3.8571)
H (8.2567, 0.8896, 4.7537)
H (7.3078, 1.2124, 3.3433)
H (6.6024, -0.9250, 6.4870)
H (5.7415, 0.4895, 7.1061)
H (7.4541, 0.5941, 6.7481)

---

Asked for E across the records above, the calculation gives -2461.09631 -2226.06314 -4563.53202 a.u. in order.